[1]
ORCA calculation (the ωB97M-V functional and the def2-TZVPD basis) on a structure of composition H6O3Sn in a non-equilibrium geometry.

Cartesian coordinates (Å):
Sn: -0.1546 -0.7350 0.8280
O: 1.1258 0.8940 2.9524
H: 0.8903 1.7677 2.6402
H: 1.2694 1.0055 3.8921
O: -1.0454 1.3560 -1.0946
H: -0.3386 1.3673 -1.7400
H: -1.8194 1.6394 -1.5814
O: 0.2216 -2.3012 -1.6548
H: -0.4208 -3.0102 -1.6854
H: 0.2716 -1.9836 -2.5564

The calculation puts the energy relative to the best compared isomer or geometry (same formula, charge and spin) at 11.6 kcal/mol. Its HOMO-LUMO gap is 8.512 eV. Its HOMO energy is -0.754 hartree. The total energy is -442.891323 Eh. The net charge is +2.


[2]
ORCA calculation (the ωB97M-V functional and the def2-TZVPD basis) on a structure of composition H6O3Tl in a non-equilibrium geometry.

Cartesian coordinates (Å):
Tl: 4.9191 -0.6501 8.3651
O: 9.2635 -0.6721 7.9737
H: 9.7362 -1.5041 7.9949
H: 9.9450 -0.0064 8.0671
O: 0.5183 -0.1477 8.5393
H: -0.1572 -0.7800 8.2942
H: 0.0311 0.6238 8.8285
O: 2.1324 -3.8863 7.1923
H: 1.6045 -3.8709 6.3939
H: 1.7873 -4.6249 7.6939

The calculation puts the energy relative to the best compared isomer or geometry (same formula, charge and spin) at 39.0 kcal/mol. Its HOMO-LUMO gap is 1.785 eV. Its HOMO energy is -0.856 hartree. The total energy is -400.225096 Eh. The net charge is +3.


[3]
ORCA calculation (the ωB97M-V functional and the def2-TZVPD basis) on a cluster of 37 separate species, H72NO39 in total in a non-equilibrium geometry.

Cartesian coordinates (Å):
N: 0.0954 -0.0178 -0.1016
O: -0.6604 -0.6924 -0.6910
O: 0.4412 -0.3852 1.0172
O: 0.1966 1.1419 -0.3939
O: -1.7120 -2.2993 4.9455
H: -0.8437 -2.4120 5.3324
H: -1.7793 -3.0013 4.2984
O: 2.6636 -0.8234 2.4497
H: 1.8592 -0.9172 1.9393
H: 2.6415 -1.5532 3.0687
O: -2.4555 -2.3875 -2.6505
H: -2.0931 -1.9801 -1.8638
H: -2.4314 -3.3267 -2.4672
O: 0.5835 3.6658 -1.1289
H: 1.1499 3.6078 -1.8984
H: 0.4350 2.7560 -0.8711
O: 1.4634 3.1119 1.8610
H: 1.4113 2.5597 1.0809
H: 1.1446 3.9668 1.5716
O: -3.3638 4.4839 0.6457
H: -3.0357 5.3820 0.6902
H: -3.2283 4.1349 1.5267
O: 1.0622 -5.0239 2.2508
H: 1.2809 -5.9410 2.4162
H: 1.1364 -4.9269 1.3014
O: 2.5061 -3.1583 3.9090
H: 3.0342 -3.8505 4.3068
H: 1.9137 -3.6196 3.3153
O: -0.1668 -3.5258 -5.0068
H: 0.6507 -3.9630 -5.2452
H: 0.0220 -2.5928 -5.1071
O: -4.2872 3.2146 -1.8402
H: -4.2717 2.2924 -1.5843
H: -4.1421 3.6928 -1.0238
O: -2.0059 -4.6323 -1.3448
H: -2.7277 -4.8919 -0.7721
H: -1.3876 -5.3615 -1.2971
O: 0.0557 2.9612 5.1086
H: -0.4666 2.5707 4.4079
H: 0.9566 2.7097 4.9050
O: -1.5716 4.5867 -2.5371
H: -2.3519 4.1360 -2.2144
H: -0.8460 4.1778 -2.0654
O: -1.3228 0.8343 3.5776
H: -0.3910 0.6494 3.4600
H: -1.7625 0.0232 3.3224
O: 1.4184 -5.1115 -0.4679
H: 1.8439 -5.6894 -1.1013
H: 0.9730 -4.4550 -1.0034
O: 4.1407 -0.7077 -2.6567
H: 3.5069 0.0047 -2.7410
H: 3.7839 -1.2657 -1.9656
O: 0.5533 -2.8137 -2.1294
H: 0.3412 -3.3658 -2.8820
H: -0.1760 -2.1964 -2.0715
O: 3.7627 -4.3555 1.4234
H: 3.8514 -3.5413 0.9280
H: 2.8515 -4.3600 1.7166
O: -0.8803 1.2548 -3.0460
H: -0.8437 0.9110 -2.1534
H: -1.8026 1.1845 -3.2925
O: -1.5289 -3.8227 2.4372
H: -1.3713 -2.9048 2.2162
H: -0.9617 -4.3135 1.8426
O: 2.7054 1.6317 5.1873
H: 3.0836 2.5071 5.1044
H: 2.8584 1.2225 4.3356
O: 2.5094 3.5496 -2.9748
H: 2.2640 3.8727 -3.8418
H: 3.2933 4.0488 -2.7457
O: -3.5038 -1.3014 3.0866
H: -3.9804 -2.1071 2.8871
H: -2.8714 -1.5567 3.7582
O: 5.2589 3.3305 0.9220
H: 4.6053 2.6520 0.7528
H: 5.0103 4.0525 0.3449
O: 5.5643 -1.0410 1.9149
H: 4.6527 -0.8909 1.6643
H: 5.6235 -0.7134 2.8123
O: -3.4012 -1.6246 -5.0298
H: -2.7752 -1.8869 -5.7046
H: -2.9934 -1.8933 -4.2066
O: 3.2734 5.8102 -0.6083
H: 3.4644 6.1679 0.2587
H: 2.3667 5.5091 -0.5493
O: 2.1227 0.8250 -3.4662
H: 2.3807 1.7167 -3.6995
H: 1.2523 0.9204 -3.0795
O: -5.5868 -2.6885 1.0199
H: -4.9759 -2.3491 0.3658
H: -6.1218 -1.9330 1.2635
O: 0.1077 3.4811 -4.6787
H: -0.5286 4.0268 -4.2167
H: -0.0111 2.6070 -4.3069
O: -3.5128 0.8634 -3.5883
H: -4.2688 1.3449 -3.2522
H: -3.8462 0.3987 -4.3558
O: -4.7782 -0.1141 -0.9006
H: -4.3388 -0.5015 -1.6577
H: -4.0966 0.3952 -0.4621
O: 2.9035 -2.3572 -0.4703
H: 2.9040 -2.9176 -1.2464
H: 1.9958 -2.3689 -0.1665
O: 3.4609 1.2356 0.6492
H: 3.0115 0.7132 1.3135
H: 2.7671 1.5096 0.0495
O: -2.3966 3.5890 3.2467
H: -2.7480 4.0406 4.0141
H: -2.5310 2.6597 3.4327
O: -2.7221 1.1894 0.3043
H: -2.0407 0.5255 0.4106
H: -2.2719 2.0211 0.4519

The calculation puts the energy relative to the best compared isomer or geometry (same formula, charge and spin) at 77.3 kcal/mol. Its HOMO-LUMO gap is 8.914 eV. Its HOMO energy is -0.288 hartree. The total energy is -3032.381472 Eh. The net charge is -1.


[4]
ORCA calculation (the ωB97M-V functional and the def2-TZVPD basis) on a cluster of 36 separate species, H72O36 in total in a non-equilibrium geometry.

Cartesian coordinates (Å):
O: -4.2455 1.4782 -1.3337
H: -3.4927 0.9116 -1.5028
H: -4.9574 1.0893 -1.8419
O: 1.4620 -0.5488 -4.2819
H: 1.8606 -1.1779 -3.6805
H: 1.6846 -0.8758 -5.1535
O: 0.3367 2.8305 1.5755
H: -0.2072 2.0568 1.7232
H: 0.1734 3.3875 2.3366
O: 0.5283 3.0867 -1.4270
H: 0.8321 2.1907 -1.5723
H: 0.6183 3.2206 -0.4835
O: -0.0219 -0.8065 3.1721
H: 0.4410 -0.3590 2.4638
H: 0.2010 -1.7304 3.0584
O: -0.0981 -3.6512 3.7156
H: -1.0007 -3.6817 3.3983
H: -0.1512 -3.9593 4.6202
O: 2.8695 -3.5856 3.8657
H: 2.9993 -3.2992 4.7698
H: 1.9341 -3.7807 3.8078
O: 0.5084 1.7714 -5.5548
H: -0.3998 1.9615 -5.3198
H: 0.7444 1.0193 -5.0117
O: -2.9673 3.1307 1.6970
H: -3.0430 3.5227 0.8271
H: -3.6143 3.5961 2.2271
O: 1.9913 0.7255 -1.5561
H: 2.0093 -0.2269 -1.4615
H: 2.5794 0.9050 -2.2897
O: -1.6946 0.6306 -2.3845
H: -1.5665 0.2702 -3.2620
H: -1.5288 1.5681 -2.4837
O: -2.4229 -2.0120 -1.7489
H: -2.3446 -1.1761 -2.2086
H: -3.3630 -2.1188 -1.6036
O: 2.1011 4.7794 -2.9282
H: 1.5229 4.4362 -2.2469
H: 1.7179 4.4672 -3.7479
O: 0.9776 0.8760 5.2251
H: 1.7998 0.3914 5.1520
H: 0.4186 0.5045 4.5427
O: -2.1123 0.5534 0.7237
H: -2.6990 -0.0952 1.1127
H: -2.4289 1.3934 1.0561
O: -1.5600 -0.6282 -4.8020
H: -0.6693 -0.8598 -4.5388
H: -1.5715 -0.7582 -5.7503
O: -1.2659 4.5580 -2.9719
H: -0.5884 4.1083 -2.4670
H: -0.9729 5.4685 -3.0090
O: -0.1666 -5.9336 -0.0326
H: 0.3260 -6.3447 -0.7431
H: 0.0062 -4.9973 -0.1312
O: 4.4843 -0.1854 -4.6157
H: 5.1842 -0.2150 -3.9634
H: 3.6994 0.0381 -4.1155
O: -2.6906 -4.3418 2.9000
H: -3.4006 -3.7853 2.5801
H: -3.0128 -4.6868 3.7327
O: 4.6078 1.7294 -0.4128
H: 4.5573 1.8438 -1.3618
H: 3.8455 1.1931 -0.1948
O: 2.0080 -4.2745 -2.3685
H: 1.3374 -3.7459 -1.9359
H: 1.5383 -4.7373 -3.0623
O: -3.9685 -0.6473 2.4697
H: -3.9176 -0.6849 3.4248
H: -4.5570 -1.3639 2.2324
O: -5.7284 1.6052 2.3543
H: -5.8005 2.4376 1.8872
H: -4.9733 1.1715 1.9568
O: 0.3784 -0.7224 0.2821
H: 0.6324 0.0560 -0.2137
H: -0.5564 -0.6049 0.4511
O: 3.1140 -0.6443 0.9469
H: 3.6503 -1.4344 1.0120
H: 2.2238 -0.9690 0.8115
O: 0.0983 -3.1567 -0.9362
H: 0.5603 -2.5582 -0.3491
H: -0.6908 -2.6796 -1.1928
O: -3.1791 3.9108 -1.1252
H: -3.5917 3.0739 -0.9118
H: -2.6909 3.7392 -1.9305
O: 3.7014 2.0647 -3.1684
H: 3.1908 2.7941 -2.8170
H: 4.2021 2.4473 -3.8889
O: -2.0905 1.8389 3.8344
H: -1.2917 2.3283 4.0309
H: -2.4463 2.2636 3.0539
O: -4.7727 -2.9807 1.3961
H: -5.6643 -2.8847 1.7308
H: -4.8316 -2.7183 0.4775
O: -2.4865 -0.6057 4.8340
H: -1.8401 -1.0672 4.2997
H: -2.3413 0.3203 4.6398
O: 3.9880 -3.2463 1.4725
H: 3.6337 -3.1042 2.3503
H: 4.1361 -4.1907 1.4234
O: 3.0313 -1.7903 -2.2345
H: 2.7323 -2.6937 -2.3373
H: 3.9283 -1.8699 -1.9100
O: 3.9399 1.6944 2.7458
H: 3.8723 1.0336 3.4350
H: 3.6056 1.2586 1.9619
O: 3.2082 4.0796 1.3459
H: 3.6524 3.5750 2.0273
H: 2.2920 3.8091 1.4057

The calculation puts the energy relative to the best compared isomer or geometry (same formula, charge and spin) at 70.5 kcal/mol. Its HOMO-LUMO gap is 9.127 eV. Its HOMO energy is -0.362 hartree. The total energy is -2751.917438 Eh.


[5]
ORCA calculation (the ωB97M-V functional and the def2-TZVPD basis) on a structure of composition H7NP2Si in a non-equilibrium geometry.

Cartesian coordinates (Å):
N: 0.8961 -0.2655 0.8998
Si: -0.4302 0.1193 -0.1470
P: 1.4549 -1.8808 0.5125
P: -0.4334 2.3210 0.1632
H: 1.6813 0.3984 0.6247
H: 0.1281 -0.3278 -2.4997
H: -1.6280 -0.5187 0.3695
H: 0.7943 -1.8838 -0.7432
H: 0.5131 -2.7324 1.1663
H: -1.8074 2.4030 0.6162
H: -1.1689 2.3674 -0.9624

The calculation puts the energy relative to the best compared isomer or geometry (same formula, charge and spin) at 62.4 kcal/mol. Its HOMO-LUMO gap is 8.472 eV. Its HOMO energy is -0.328 hartree. The total energy is -1031.005344 Eh.


[6]
ORCA calculation (the ωB97M-V functional and the def2-TZVPD basis) on a cluster of 40 separate species, H80O40 in total in a non-equilibrium geometry.

Cartesian coordinates (Å):
H: -2.2738 -5.7111 2.6793
H: -3.2579 -4.6771 3.2633
O: -3.1545 -5.3448 2.5411
H: 2.3374 -1.5257 1.2403
H: 3.1692 -2.1978 0.0783
O: 2.3155 -2.2743 0.7632
H: -1.3322 5.4841 3.5416
H: -1.8418 5.4564 1.9516
O: -1.5412 5.9188 2.7063
H: 3.7770 2.2367 -3.6265
H: 4.1906 3.6585 -3.2234
O: 4.3513 2.7856 -3.5340
H: -0.3905 -3.7687 2.3941
H: 0.4916 -3.3830 3.6550
O: -0.3516 -3.7760 3.3061
H: -3.3782 -1.0966 3.7437
O: -4.2062 -1.5101 4.1435
H: -0.1692 -3.4927 1.1073
O: -0.8741 -3.9670 0.6778
H: 0.8070 3.4139 -3.0067
H: 2.2491 3.4277 -2.8111
O: 1.7126 3.8026 -3.2601
H: 2.1087 -5.5302 -2.2744
H: 0.9564 -6.4152 -1.6305
O: 1.3522 -6.1663 -2.4889
H: 1.7724 3.0883 2.1036
H: 0.9846 3.8450 0.9777
O: 1.3154 2.9486 1.1557
H: 0.6399 2.2176 -0.2831
H: 0.3442 1.9686 -1.6877
O: -0.1302 2.0981 -0.8443
H: -2.2372 2.1185 -5.7119
O: -2.2157 1.8609 -4.8309
H: -1.4908 1.9102 2.5454
H: -2.4001 1.0470 1.7248
O: -2.3278 1.5382 2.5308
H: -5.1440 1.2493 2.4277
H: -6.2340 1.1242 1.3209
O: -6.1487 1.1325 2.3747
H: -1.7268 -1.4227 -3.3215
H: -0.6540 -0.1863 -2.8527
O: -1.5800 -0.5720 -3.1428
H: 3.0542 1.8665 -5.7035
H: 1.6037 1.1506 -5.4644
O: 2.0861 1.9059 -5.9324
H: 1.0682 -0.3796 -0.1846
H: 1.5210 0.8953 0.6565
O: 1.7168 0.4053 -0.0543
H: 3.9570 -2.4998 2.0409
H: 4.6892 -3.7347 1.4549
O: 4.7424 -2.8005 1.4915
H: -4.0527 2.8914 2.9995
O: -4.4004 3.6193 3.5212
H: -0.2914 -4.5237 -2.9265
H: -0.9092 -3.0239 -2.6202
O: -0.9632 -3.6660 -3.3388
H: 0.2019 -1.2086 1.4861
O: 0.3308 -1.6584 2.1999
H: -0.3802 5.1630 1.1960
H: -0.5888 5.2193 -0.3676
O: 0.0747 5.0960 0.3446
H: -1.1587 0.5707 -0.2147
H: -1.4810 -0.7370 -0.9947
O: -0.9714 -0.3828 -0.3172
H: 4.3323 -1.1902 -2.3681
H: 4.3330 -1.2157 -3.8524
O: 3.7619 -0.9792 -3.0532
H: 1.1404 4.8066 3.6524
H: 2.4569 4.7672 2.7794
O: 1.8185 4.3543 3.2842
H: -3.7025 -2.3014 -1.5613
H: -5.0048 -3.3064 -1.4212
O: -4.6517 -2.3836 -1.3783
H: -4.2774 0.5786 -0.8963
H: -5.2479 1.5784 -1.4757
O: -5.0961 0.9622 -0.6194
H: 4.5460 -0.2881 2.9913
H: 3.2107 0.1414 3.7182
O: 3.6625 -0.3476 2.9672
H: -1.3570 4.7828 -2.2413
H: -0.6070 4.8599 -3.7366
O: -1.3010 4.8696 -3.1752
H: -2.6951 -3.9496 -2.4899
H: -2.7118 -5.1153 -1.2912
O: -3.2217 -4.7025 -1.9841
H: -0.6577 0.4406 3.4730
H: 0.4214 1.5309 4.2417
O: -0.1052 0.6685 4.2938
H: 2.0960 -0.1922 -3.0043
O: 1.5196 0.4868 -3.0304
H: 1.9702 -3.9560 0.3190
H: 0.9776 -4.5633 -0.5675
O: 1.7805 -4.8334 -0.0114
H: -3.8849 4.4215 3.2924
H: -4.0280 -2.4137 3.9128
H: -0.4761 -1.7834 2.8833
H: -1.4230 -4.4420 1.2715
H: -1.3347 2.2180 -4.8122
H: 1.5041 0.7171 -3.8893
O: 4.4817 3.4411 2.0033
H: 4.6238 2.5986 1.8260
H: 5.1366 3.6412 2.6921
O: 1.3639 -2.9530 -2.8271
H: 1.9733 -2.3617 -2.8442
H: 1.5841 -3.6068 -3.4800
O: 2.5514 -3.4667 4.4044
H: 1.9036 -3.4763 5.0652
H: 3.2943 -2.9768 4.9643
O: 4.2354 -0.2773 -0.6460
H: 4.7373 -0.0529 0.1144
H: 3.5699 0.2528 -0.5964
O: 0.4054 -1.0305 -4.9504
H: 0.1174 -1.5801 -5.6578
H: 0.5630 -1.7432 -4.3011
O: -2.5915 2.1929 -0.6271
H: -2.6735 2.6873 0.0092
H: -2.4553 2.6415 -1.4172
O: -3.2421 1.8767 5.0711
H: -3.9971 2.6247 5.0874
H: -2.9930 1.8653 4.1931

The calculation puts the energy relative to the best compared isomer or geometry (same formula, charge and spin) at 466.2 kcal/mol. Its HOMO-LUMO gap is 9.247 eV. Its HOMO energy is -0.376 hartree. The total energy is -3057.014471 Eh.